{"formula": "C23H19ClN2O2S", "method": "wB97M-V/def2-TZVPD", "smiles": "O=c1cc(CN2CCOc3c(Cl)cc(-c4csc5ccccc45)cc3C2)cc[nH]1", "gap_ev": 8.5794, "de_lowest_ev": 0.000, "molar_mass_da": 422.94, "homo_energy_ev": -8.12, "species": ["O", "C", "C", "C", "C", "N", "C", "C", "O", "C", "C", "Cl", "C", "C", "C", "C", "S", "C", "C", "C", "C", "C", "C", "C", "C", "C", "C", "C", "N", "H", "H", "H", "H", "H", "H", "H", "H", "H", "H", "H", "H", "H", "H", "H", "H", "H", "H", "H"], "positions_angstrom": [[1.318606, 0.689340, 7.610851], [1.379183, 1.240337, 6.518762], [1.584864, 0.451519, 5.321437], [1.468414, 1.072356, 4.094727], [1.680484, 0.340008, 2.822337], [0.395558, 0.076977, 2.175544], [-0.467600, -0.946972, 2.776558], [-1.952790, -0.673498, 2.566133], [-2.469404, -1.026932, 1.259410], [-1.736033, -0.889098, 0.110671], [-2.195070, -1.681027, -0.990411], [-3.639292, -2.665800, -0.906266], [-1.451256, -1.693142, -2.184279], [-0.295911, -0.971248, -2.305300], [0.450364, -1.045278, -3.560518], [1.731690, -1.467705, -3.538226], [2.451133, -1.562177, -5.168795], [0.907446, -1.024045, -5.863798], [0.600099, -0.782244, -7.234784], [-0.625314, -0.241354, -7.584665], [-1.606167, 0.019202, -6.613467], [-1.332863, -0.303563, -5.277563], [-0.079550, -0.796641, -4.904811], [0.089191, -0.116090, -1.262869], [-0.590428, -0.067331, -0.061281], [-0.024492, 0.847835, 1.013834], [1.116197, 2.482747, 4.044207], [0.935606, 3.178530, 5.233976], [1.017258, 2.522269, 6.427348], [1.904806, -0.566674, 5.406809], [2.321610, 0.955360, 2.192307], [2.192133, -0.633038, 2.983567], [-0.290507, -1.044696, 3.849047], [-0.223421, -1.917590, 2.338589], [-2.517780, -1.224200, 3.323802], [-2.146052, 0.355625, 2.784735], [-1.768115, -2.344329, -3.019250], [2.243900, -1.740972, -2.614774], [1.401840, -0.925848, -7.953749], [-0.766182, 0.029895, -8.629298], [-2.537324, 0.452826, -6.830315], [-2.079107, -0.049026, -4.533740], [0.994428, 0.465599, -1.399808], [0.798949, 1.466421, 0.612615], [-0.802731, 1.531689, 1.338907], [0.954070, 2.975123, 3.086408], [0.763187, 4.248557, 5.232792], [0.896375, 2.998304, 7.312595]], "atomic_forces_ev_per_a": [[0.590, -0.004, 0.893], [-0.909, -3.442, 0.979], [0.259, 2.149, -1.855], [0.113, 0.240, 1.747], [-0.625, -0.950, -0.484], [0.871, 0.222, 0.275], [0.180, 0.330, -1.087], [0.529, -0.368, -0.164], [0.211, 0.212, 0.345], [-0.283, -0.603, -0.321], [0.966, 0.687, 0.051], [0.530, 0.422, 0.228], [-1.389, -0.984, 0.421], [-0.176, 1.161, 0.189], [0.320, -0.349, -0.248], [0.173, 0.161, -0.962], [-1.218, 0.273, 0.650], [-0.135, -0.037, -1.157], [0.831, 0.068, 1.119], [0.243, 0.041, -0.107], [1.669, -1.104, 1.254], [-0.295, 0.677, -0.833], [0.575, -0.100, 0.887], [0.117, -0.750, -0.529], [-0.216, -0.151, -0.025], [-0.735, -0.717, 0.711], [-0.279, 0.297, 1.445], [0.263, -0.791, -2.031], [0.166, 2.314, -0.956], [-0.010, -0.313, 0.243], [-0.075, -0.125, -0.323], [-0.045, 0.535, 0.127], [0.087, 0.320, 0.029], [-0.086, -0.332, -0.003], [-0.099, -0.302, -0.552], [-0.198, 0.874, -0.123], [0.062, 0.434, 0.625], [0.137, 0.040, -0.574], [-0.313, -0.010, -0.147], [-0.205, -0.117, 0.211], [-1.004, 0.475, -0.522], [0.093, -0.206, 0.128], [-0.096, 0.113, 0.062], [-0.280, -0.555, 0.239], [-0.314, 0.519, -0.212], [0.227, -0.016, 0.312], [-0.178, -0.175, 0.205], [-0.046, -0.065, -0.163]], "lowdin_charge": [0.0219, -0.5102, 0.0593, -0.2055, -0.1487, -0.1520, -0.1272, -0.1250, -0.0623, -0.2131, -0.5351, 0.6847, -0.0612, -0.2086, -0.2534, -0.3151, 0.9879, -0.4549, -0.0841, -0.0912, -0.0683, -0.0164, -0.2059, 0.0224, -0.1086, -0.1172, -0.0197, -0.0634, 0.1174, 0.1179, 0.1246, 0.1321, 0.1195, 0.1295, 0.1310, 0.1144, 0.1329, 0.0917, 0.1030, 0.1035, 0.0837, 0.1134, 0.1244, 0.1281, 0.1118, 0.1045, 0.1191, 0.1686]}

{"formula": "C23H19I2N4OOs", "method": "wB97M-V/def2-TZVPD", "gap_ev": [8.1477, 4.7330], "total_charge": 3, "multiplicity": 5, "molar_mass_da": 811.47, "homo_energy_ev": [-16.84, -16.70], "species": ["Os", "I", "C", "C", "C", "I", "C", "O", "C", "C", "N", "C", "C", "C", "C", "C", "C", "N", "C", "H", "H", "H", "H", "H", "H", "H", "H", "H", "H", "H", "C", "C", "C", "C", "N", "C", "C", "C", "C", "C", "C", "N", "H", "H", "H", "H", "H", "H", "H", "H"], "positions_angstrom": [[-0.730020, -0.121954, -0.059186], [-0.461620, 6.015446, 4.752814], [-0.558120, 4.591746, 3.191014], [-0.714820, 5.018446, 1.869414], [-0.757420, 4.082346, 0.861814], [-0.990020, 4.606946, -1.166186], [-0.628920, 2.682846, 1.111414], [-0.653720, 1.868846, 0.117614], [-0.458320, 2.276646, 2.471414], [-0.163020, 0.831946, 2.798614], [-1.010320, -0.149454, 2.078614], [-0.792620, -1.523154, 2.595414], [-1.076320, -2.561454, 1.540114], [-1.323720, -3.882154, 1.883214], [-1.449220, -4.829854, 0.878614], [-1.334220, -4.417154, -0.443686], [-1.117220, -3.080154, -0.717486], [-0.985320, -2.158554, 0.252414], [-0.438220, 3.223146, 3.475414], [-0.799720, 6.072446, 1.640814], [-0.269420, 0.695246, 3.880314], [0.882180, 0.622746, 2.528014], [-1.989620, 0.098646, 2.271814], [-1.386720, -1.708354, 3.497214], [0.262680, -1.628054, 2.877514], [-1.400720, -4.167754, 2.920314], [-1.632120, -5.865754, 1.124014], [-1.409120, -5.121454, -1.257186], [-1.042720, -2.726454, -1.739386], [-0.300120, 2.903846, 4.499214], [-1.786920, 0.293946, -4.202186], [-0.581520, 0.311846, -4.895286], [0.604580, 0.170946, -4.188886], [0.571780, 0.023246, -2.802486], [-0.611320, -0.032954, -2.143386], [-1.750320, 0.101446, -2.832586], [1.788280, -0.129054, -1.986186], [3.087180, 0.047346, -2.469586], [4.162880, -0.195054, -1.627486], [3.924880, -0.600154, -0.322386], [2.607880, -0.711154, 0.098214], [1.586380, -0.472954, -0.704686], [-2.729920, 0.417646, -4.713586], [-0.567020, 0.432446, -5.968586], [1.544680, 0.161346, -4.720086], [-2.676120, 0.048846, -2.267786], [3.269780, 0.380246, -3.479286], [5.177780, -0.068954, -1.979186], [4.729980, -0.818354, 0.360514], [2.375680, -1.010254, 1.110914]], "atomic_forces_ev_per_a": [[0.880, 0.262, 0.384], [-0.097, -1.211, -1.262], [0.062, 1.381, 1.095], [-0.075, -0.053, -0.599], [-0.131, 0.506, -0.992], [0.051, 0.127, 0.696], [0.084, 0.831, 1.365], [0.019, -1.304, -0.750], [-0.036, -0.138, 0.031], [0.440, 0.412, 0.286], [-0.375, 0.123, -0.277], [0.143, -0.465, 0.050], [-0.078, -0.155, 0.515], [0.093, 0.361, -0.246], [0.020, 0.207, -0.131], [0.062, 0.215, 0.010], [-0.048, -0.424, -0.476], [-0.143, 0.136, 0.083], [0.048, -0.864, -0.060], [-0.019, -0.022, -0.038], [0.021, -0.108, -0.141], [-0.212, -0.109, 0.087], [0.230, -0.088, -0.108], [0.083, 0.094, -0.149], [-0.122, 0.151, -0.012], [-0.007, 0.033, 0.131], [-0.010, -0.070, -0.009], [-0.045, -0.015, -0.080], [0.003, -0.015, 0.095], [-0.007, -0.008, 0.069], [0.253, -0.057, 0.145], [-0.131, 0.020, 0.241], [-0.062, -0.053, 0.445], [0.063, 0.028, -0.594], [0.103, 0.063, 0.256], [-0.731, 0.094, -0.572], [0.784, 0.038, 0.095], [-0.445, -0.052, 0.039], [-0.041, -0.030, 0.214], [-0.191, 0.001, -0.084], [0.618, -0.037, 0.202], [-1.179, 0.211, 0.015], [-0.053, -0.046, 0.049], [0.017, 0.008, -0.068], [0.024, 0.028, 0.061], [0.121, 0.036, 0.002], [-0.042, -0.033, -0.077], [-0.013, 0.009, -0.064], [0.086, -0.006, 0.044], [-0.016, -0.008, 0.084]], "lowdin_spin": [2.4166, 0.3484, 0.1638, 0.0064, 0.0669, 0.0437, 0.1668, 0.2676, 0.0453, 0.0024, 0.0101, 0.0080, 0.0195, -0.0022, 0.0236, -0.0004, 0.0263, 0.0395, 0.0878, -0.0014, -0.0003, 0.0007, 0.0101, 0.0002, 0.0008, -0.0004, 0.0011, -0.0001, 0.0013, 0.0009, -0.0026, 0.0220, -0.0011, 0.0131, 0.0122, 0.0259, 0.0101, 0.0064, 0.0024, 0.0061, 0.0132, 0.1291, -0.0005, 0.0010, -0.0002, 0.0071, 0.0009, 0.0001, 0.0008, 0.0011]}

{"formula": "C23H19MgN3O3", "method": "wB97M-V/def2-TZVPD", "gap_ev": 7.0821, "total_charge": -2, "molar_mass_da": 409.73, "homo_energy_ev": -1.96, "species": ["Mg", "O", "C", "C", "C", "C", "C", "C", "C", "N", "C", "C", "N", "C", "C", "C", "C", "C", "C", "C", "O", "H", "H", "H", "H", "H", "H", "H", "H", "H", "H", "H", "H", "H", "H", "C", "C", "C", "C", "C", "C", "H", "H", "H", "H", "H", "O", "C", "N"], "positions_angstrom": [[1.844683, -0.759143, -0.400866], [1.591297, -0.071396, -2.271184], [0.984828, 0.756416, -3.116301], [1.628989, 1.108340, -4.328708], [0.964286, 1.832266, -5.275646], [-0.298243, 2.299025, -5.106047], [-0.888027, 1.998278, -3.891471], [-0.323251, 1.232360, -2.906451], [-1.069222, 1.012255, -1.673444], [-2.281322, 1.436615, -1.601600], [-2.953380, 1.520778, -0.374372], [-3.690114, 0.194430, -0.037046], [-2.625790, -0.827235, 0.047279], [-2.402727, -1.230325, 1.239044], [-1.424914, -2.277715, 1.782759], [-1.879824, -3.000199, 2.821120], [-1.163901, -4.131049, 3.308235], [0.024308, -4.456622, 2.633869], [0.523476, -3.727600, 1.590877], [-0.108319, -2.528399, 1.156198], [0.273335, -1.784005, 0.225551], [2.589435, 0.733376, -4.367782], [1.395086, 1.874997, -6.263593], [-0.862578, 2.986408, -5.778491], [-1.888835, 2.331729, -3.510545], [-0.562694, 0.643010, -0.761110], [-3.578914, 2.388185, -0.379639], [-2.238715, 1.636355, 0.508038], [-4.258384, -0.024854, -0.902538], [-4.345313, 0.291320, 0.878040], [-3.079317, -0.800177, 2.068585], [-2.891861, -2.625037, 3.213904], [-1.489487, -4.643376, 4.217114], [0.485827, -5.443782, 2.742645], [1.395623, -3.982135, 1.020657], [1.688661, 3.213851, 2.896946], [1.219090, 1.935957, 3.282587], [1.379095, 0.882024, 2.365681], [1.966543, 0.946078, 1.068707], [2.465030, 2.271726, 0.800393], [2.315136, 3.311165, 1.668185], [1.476921, 4.075600, 3.503870], [0.830714, 1.682519, 4.227844], [1.008036, -0.141267, 2.658500], [3.037758, 2.407718, -0.134987], [2.931266, 4.230084, 1.474990], [4.864627, -3.788077, 0.144993], [4.089378, -2.921407, -0.119394], [3.331705, -2.069062, -0.345398]], "atomic_forces_ev_per_a": [[-0.303, 0.596, -0.119], [-0.583, 1.094, -0.622], [1.036, -1.746, 1.527], [-1.874, 0.197, 1.470], [1.459, -0.666, -1.625], [-2.407, 1.275, 0.661], [-2.067, 0.854, 0.687], [0.832, -0.582, -0.169], [-0.983, 0.870, 1.027], [1.147, -0.126, -1.311], [1.061, -1.208, 2.731], [1.158, 0.559, 0.241], [-0.488, -0.207, 1.535], [-0.062, -0.118, 0.838], [0.545, 1.917, -2.655], [-1.143, -0.927, 1.972], [-0.374, 0.945, 0.034], [-0.586, -1.150, -0.032], [-0.115, 1.440, -0.531], [-2.394, -0.585, 0.996], [0.825, 0.687, -0.842], [1.944, -0.656, -0.761], [0.467, 0.513, -0.236], [0.800, -0.827, 0.190], [0.747, 0.092, -1.207], [-0.032, 0.064, -0.539], [-0.791, 0.459, 0.024], [-0.534, 0.150, -0.851], [-1.026, -0.465, -0.801], [0.661, -0.144, -0.683], [0.772, -0.608, -0.723], [1.507, -1.014, -0.110], [0.055, -0.076, -0.479], [0.020, 0.337, 0.692], [0.419, -0.410, 0.036], [-0.973, -1.594, 0.508], [1.128, 0.364, -2.201], [-0.244, -1.407, -0.294], [-0.168, 1.344, 0.431], [0.030, -2.350, -0.897], [1.545, 2.142, 0.302], [0.327, 0.296, 0.290], [-0.664, 0.189, 1.107], [0.264, 1.100, 0.001], [-0.349, 0.185, 0.482], [-1.031, -0.486, -0.067], [0.806, -0.896, 0.103], [0.638, -0.674, 0.430], [-1.003, 1.253, -0.563]], "lowdin_charge": [0.5958, -0.1793, -0.3380, -0.0301, -0.1600, -0.1491, -0.0793, -0.1564, -0.0636, -0.0049, -0.2704, -0.2332, 0.0459, -0.1206, -0.1469, -0.1224, -0.1407, -0.1477, -0.0345, -0.3820, -0.1123, 0.0804, 0.0846, 0.0922, 0.1065, 0.1153, 0.0834, 0.1287, 0.0764, 0.1040, 0.1108, 0.1126, 0.0663, 0.0907, 0.0964, -0.1485, -0.1258, -0.1669, -0.1432, -0.1756, -0.1890, 0.0671, 0.0596, 0.0865, 0.0821, 0.0927, -0.0255, -0.5923, 0.0604]}